ORCA calculation (ωB97M-V/def2-TZVPD) on 7 unconnected molecules or ions with the total composition C11H28Cl2N6O14P at a distorted geometry.

The geometry in XYZ format:
```
62
Properties=species:S:1:pos:R:3:lowdin_charge:R:1
C 2.825 1.837 3.417 -0.142
C 2.703 0.896 2.247 -0.713
Cl 1.645 -0.462 2.534 0.686
C 3.278 1.022 1.062 -0.604
Cl 4.280 2.419 0.775 0.717
C 3.086 0.083 -0.092 -0.514
C 4.389 -0.376 -0.782 -0.275
O 4.009 -0.918 -2.021 -0.379
P 2.302 -0.540 -2.451 0.455
O 2.310 0.649 -1.114 -0.346
H 3.763 2.397 3.374 0.047
H 2.819 1.261 4.352 0.063
H 1.971 2.524 3.458 0.084
H 2.557 -0.807 0.269 0.072
H 5.046 0.486 -0.979 0.087
H 4.851 -1.124 -0.112 0.115
H 2.336 -1.493 -3.526 -0.055
H 1.966 -1.667 -1.561 -0.012
H 0.897 -0.331 -2.597 -0.066
H 2.693 0.458 -3.428 -0.032
C 2.273 3.948 -2.201 0.043
N 2.727 4.877 -3.273 -0.450
O 2.302 6.020 -3.256 0.031
O 3.492 4.441 -4.105 0.062
H 1.600 4.492 -1.550 0.087
H 1.776 3.106 -2.673 0.077
H 3.147 3.600 -1.663 0.070
C -1.560 3.629 -4.067 0.048
N -0.933 3.076 -2.834 -0.445
O -0.410 1.991 -2.907 0.080
O -1.000 3.774 -1.834 0.034
H -1.425 2.909 -4.865 0.096
H -2.611 3.793 -3.850 0.095
H -1.063 4.569 -4.290 0.098
C -1.392 0.917 0.479 0.059
N -2.240 0.989 1.697 -0.448
O -3.359 0.511 1.659 0.037
O -1.759 1.525 2.675 0.039
H -1.950 0.417 -0.304 0.098
H -1.137 1.934 0.193 0.090
H -0.500 0.358 0.742 0.073
C -1.266 -4.339 -2.237 0.035
N -0.512 -3.164 -2.762 -0.442
O 0.673 -3.298 -2.958 0.037
O -1.167 -2.156 -2.943 0.041
H -0.575 -5.167 -2.125 0.090
H -1.699 -4.051 -1.288 0.059
H -2.047 -4.573 -2.954 0.097
C -4.329 -3.527 1.867 0.041
N -3.939 -3.876 0.475 -0.442
O -3.447 -3.010 -0.215 0.066
O -4.144 -5.021 0.117 0.053
H -4.089 -2.485 2.042 0.086
H -5.396 -3.707 1.954 0.102
H -3.773 -4.175 2.536 0.084
C -2.980 -1.480 6.190 0.053
N -2.689 -2.866 5.734 -0.444
O -1.854 -3.501 6.337 0.078
O -3.320 -3.272 4.777 0.046
H -2.348 -1.266 7.043 0.094
H -2.770 -0.809 5.362 0.102
H -4.033 -1.443 6.453 0.099
```

Output
Total charge: -1
Energy (eV): -83782.8783
Frontier orbital gap (eV): 5.4